Record 1
# C56H78CrF9N9O12

C56H78CrF9N9O12 as an isolated structure (the ωB97M-V functional and the def2-TZVPD basis, OMol25).

expectation value of S²	6.04
frontier orbital gap	1.26	eV
HOMO level	-10.87	eV
LUMO level	-9.6	eV

Geometry as ORCA input:
```
! RIJCOSX wB97M-V def2-TZVPD def2/J DEFGRID3
* xyz 4 5
Cr 0.53857 -0.27783 -0.91862
C -4.39609 -9.86292 1.77216
C -3.52835 -9.05660 2.76140
C -4.44950 -7.93974 3.35222
N -3.74100 -6.78070 4.06868
C -2.72168 -6.22966 3.09107
C -3.12162 -7.15065 5.35599
C -3.26338 -5.92573 6.28185
C -4.45169 -5.20289 5.65851
C -4.81114 -5.80716 4.32385
H -4.88021 -9.12479 1.11792
H -5.07918 -10.43751 2.38006
H -3.66581 -10.52142 1.25272
H -2.71183 -8.54405 2.21937
H -3.22383 -9.73495 3.56924
H -5.04856 -8.41080 4.14337
H -5.08124 -7.40705 2.57882
H -1.88374 -6.89378 3.16783
H -2.29245 -5.33907 3.50298
H -3.13219 -6.02794 2.14984
H -2.13139 -7.56339 5.16401
H -3.69752 -7.92085 5.85282
H -2.45456 -5.28808 6.44635
H -3.58331 -6.26157 7.27560
H -4.32615 -4.16350 5.43410
H -5.30679 -5.31280 6.35986
H -4.88662 -5.06621 3.55132
H -5.73497 -6.32811 4.33562
C -7.84180 -1.82202 -5.34159
N -6.68765 -0.98972 -5.13040
C -5.52007 -1.53539 -4.70310
C -4.33231 -0.86143 -4.69204
C -4.28404 0.49345 -5.27005
C -5.58663 1.09703 -5.39364
C -6.70794 0.35291 -5.36827
C -3.12586 1.16891 -5.69391
C -3.17391 2.19942 -6.74449
C -2.06195 2.69707 -7.27272
N -0.80799 2.39434 -6.83885
C -0.77085 1.46033 -5.83140
C -1.85422 0.81556 -5.28821
C 0.28712 3.09597 -7.39872
H -7.81694 -2.53656 -4.57884
H -7.84657 -2.29374 -6.34220
H -8.71407 -1.23761 -5.08811
H -5.51906 -2.55627 -4.44249
H -3.53527 -1.40496 -4.24935
H -5.60541 2.12116 -5.73880
H -7.66710 0.79888 -5.53954
H -4.16244 2.54340 -7.18131
H -2.18815 3.18956 -8.18797
H 0.09212 1.19566 -5.31783
H -1.67898 0.01624 -4.58885
H 0.05225 3.51612 -8.36839
H 1.10843 2.34013 -7.41046
H 0.51561 3.92033 -6.76245
C 13.16115 1.71675 4.28395
N 11.77144 0.95515 4.16928
C 11.31455 0.34919 5.23199
C 10.06953 -0.36252 5.04865
C 9.44322 -0.59482 3.80980
C 10.14122 0.01300 2.81478
C 11.29600 0.83654 2.94624
C 8.13883 -1.35344 3.62390
C 7.38730 -1.21948 2.45959
C 6.26995 -2.02292 2.15884
N 5.95389 -3.00546 3.09767
C 6.62520 -3.10541 4.30123
C 7.71479 -2.28983 4.55237
C 4.90034 -4.07550 2.85211
H 12.98004 2.78050 4.16560
H 13.81606 1.51525 3.42163
H 13.40637 1.40300 5.27241
H 11.80591 0.53992 6.18392
H 9.59178 -0.85906 5.90376
H 9.81715 -0.12178 1.75990
H 11.94599 1.33777 2.20921
H 7.59983 -0.41331 1.69611
H 5.65000 -1.91306 1.30036
H 6.32379 -3.89875 4.97541
H 8.24790 -2.65943 5.44003
H 4.19654 -3.55574 2.21180
H 4.49702 -4.18718 3.85579
H 5.15436 -4.98272 2.25439
C -0.81348 4.92438 2.10756
N -1.34644 6.26798 1.94247
C -0.84101 7.03742 0.84800
C -1.09293 8.39602 0.75212
C -1.68654 8.98948 1.82643
C -1.99649 8.28861 2.91232
C -1.84135 6.87419 2.96890
C -2.04473 10.37566 1.76076
C -2.30128 11.11951 2.88837
C -2.61342 12.49497 2.84709
N -2.77388 13.04951 1.62843
C -2.69931 12.33170 0.55376
C -2.34382 10.99645 0.55519
C -3.07330 14.50919 1.58135
H 0.06778 4.94383 2.69645
H -0.58862 4.48280 1.14914
H -1.56677 4.28593 2.55878
H -0.19663 6.50034 0.22400
H -0.61911 9.01843 -0.03062
H -2.40924 8.69971 3.77955
H -2.06243 6.33043 3.88709
H -2.08775 10.70047 3.90407
H -2.76992 13.11772 3.75053
H -2.81481 12.92040 -0.38961
H -2.31250 10.42900 -0.40860
H -3.98005 14.81122 1.12234
H -2.26302 14.89634 1.04930
H -2.90768 14.99919 2.58114
N -2.34218 -1.17154 -1.35941
O -2.67733 -0.84857 -0.23390
O -1.13374 -0.70682 -1.81474
O -2.99967 -1.73545 -2.21062
N -0.40347 -0.29645 1.35632
O 0.07437 -1.34779 0.75466
O -0.82389 -0.24656 2.44930
O -0.18958 0.79763 0.62308
C 2.87293 -0.99582 -1.53719
O 1.64555 -1.54859 -2.16993
O 2.50308 -0.27869 -0.45627
C 3.70973 -2.27666 -1.31503
F 3.26379 -2.96671 -0.30671
F 3.73636 -2.99953 -2.42232
F 5.02323 -1.94808 -0.93947
C 1.48762 -1.43307 -3.62001
C 0.66072 -2.47474 -4.11360
H 1.35053 -3.31031 -4.26469
H -0.11980 -2.73988 -3.39877
H 0.18773 -2.22403 -5.02988
H 2.47297 -1.40853 -4.09574
H 1.07206 -0.43740 -3.70831
H 3.51353 -0.49407 -2.29517
C 1.02200 2.39992 -1.91455
O 0.13383 3.21046 -2.74915
O 0.80726 1.15211 -2.21799
C 2.43922 2.96944 -2.19859
F 2.54127 4.22577 -1.76105
F 3.37224 2.26055 -1.58327
F 2.69217 2.94113 -3.53422
C -1.19657 3.17472 -2.26151
C -1.75493 4.70002 -2.44513
H -2.83422 4.70229 -2.41016
H -1.25717 5.36799 -1.74759
H -1.46510 5.04440 -3.45967
H -1.33547 2.69991 -1.24791
H -1.81670 2.55348 -2.88622
H 0.78709 2.64021 -0.85549
C -1.90287 -5.67055 -1.51663
O -0.40804 -5.39535 -1.87467
O -2.52242 -4.71254 -0.84216
C -2.38415 -5.76391 -2.99748
F -1.67095 -6.60381 -3.77587
F -3.69234 -6.17701 -2.98434
F -2.45147 -4.48835 -3.63867
C 0.25400 -4.98006 -0.77148
C 1.01189 -6.23067 -0.19642
H 0.21121 -6.97952 0.10658
H 1.53428 -6.67196 -0.98188
H 1.76027 -6.04273 0.60118
H -0.51699 -4.50772 -0.05784
H 0.97004 -4.21461 -0.98029
H -1.95338 -6.72851 -1.24114
*
```

=====

Record 2
# C56H83BN12O5P

A 10-piece molecular cluster, C56H83BN12O5P overall (the ωB97M-V functional and the def2-TZVPD basis, OMol25).

frontier orbital gap	5.84	eV
HOMO level	-9.17	eV
LUMO level	-3.3	eV

Geometry as ORCA input:
```
! RIJCOSX wB97M-V def2-TZVPD def2/J DEFGRID3
* xyz 1 1
C 2.45554 -1.69247 5.94901
C 2.23364 -0.82424 5.11653
C 2.11060 0.28856 4.20172
C 1.72422 -0.18596 2.78994
C 0.21165 -0.51410 2.77151
C -0.49831 -0.17239 1.45013
C -0.36030 -1.20239 0.30305
C 0.59850 -2.39334 0.53822
C -0.05437 -3.74418 0.93839
C 0.30227 -4.19684 2.32042
O -0.33071 -4.01638 3.32543
O 1.48596 -4.90803 2.36906
C -1.98999 -0.21350 1.89268
P -2.73953 -1.86881 2.34894
N -2.87483 -1.73302 4.04191
O -4.24215 -1.77781 1.65021
N -2.63951 0.57082 0.83238
C -1.84224 1.42878 0.35333
C -2.31669 2.35651 -0.71027
C -3.83587 2.29222 -0.89228
C -4.53173 3.13971 0.18432
C -5.81449 2.52500 0.68686
O -5.59362 1.26599 1.35224
C -0.41277 1.34519 1.00046
N 0.55334 1.54320 -0.08812
C 0.91780 2.93862 -0.38782
C 2.19890 3.40087 0.32685
B -0.41795 2.40816 2.21851
C -1.71212 3.17402 2.72442
O 0.75239 2.67878 2.82435
H 2.81550 -2.45075 6.57865
H 3.00940 0.88830 4.19810
H 1.34053 0.93194 4.60897
H 2.27849 -1.09796 2.62057
H 1.97815 0.60591 2.09981
H -0.29671 -0.05679 3.61008
H 0.13971 -1.57831 2.96006
H -0.00405 -0.73227 -0.60326
H -1.32109 -1.62028 0.02445
H 1.42228 -2.16707 1.19954
H 1.05021 -2.60332 -0.42223
H 0.33458 -4.49958 0.26772
H -1.11661 -3.74542 0.77778
H 1.25357 -5.70881 2.85163
H -2.20660 0.37564 2.79098
H -3.81147 -1.41593 4.29402
H -2.81075 -2.68181 4.39508
H -4.76721 -1.00499 1.90716
H -3.60762 0.37788 0.59755
H -1.85716 2.09134 -1.65649
H -2.04853 3.36698 -0.44240
H -4.10227 2.71893 -1.85014
H -4.21321 1.27773 -0.92370
H -3.88098 3.24503 1.04385
H -4.71893 4.14337 -0.18384
H -6.58214 2.45197 -0.07220
H -6.20718 3.18971 1.45031
H -5.39420 1.45959 2.26778
H 0.09781 1.21035 -0.92416
H 1.17730 2.94348 -1.44006
H 0.10877 3.66485 -0.30368
H 2.46437 2.64886 1.05592
H 2.06661 4.37886 0.76966
H 3.02354 3.47837 -0.36851
H -2.61317 2.57732 2.70151
H -1.51193 3.52171 3.72996
H -1.84022 4.06711 2.11121
H 0.72707 3.57054 3.18811
N 3.11398 -5.25828 -0.46865
C 2.25798 -6.19902 -0.97518
C 2.81115 -6.69598 -2.12514
C 4.05321 -6.03429 -2.31851
C 4.21137 -5.15718 -1.28046
H 2.95918 -4.73153 0.37221
H 1.33405 -6.43424 -0.47511
H 2.37649 -7.45224 -2.75649
H 4.74892 -6.18642 -3.12598
H 5.00888 -4.47166 -1.04868
N 5.95175 -1.67097 -0.10197
C 5.73427 -0.44508 -0.67238
C 6.94239 0.18609 -0.78292
C 7.92879 -0.69548 -0.26223
C 7.28748 -1.83236 0.14646
H 5.24059 -2.34635 0.10176
H 4.74233 -0.13008 -0.94769
H 7.10296 1.16991 -1.19145
H 8.98694 -0.51345 -0.19521
H 7.66349 -2.73730 0.59226
N -8.72230 0.60888 0.36830
C -9.53173 0.20863 -0.66046
C -10.83030 0.37027 -0.25887
C -10.80795 0.89147 1.06183
C -9.49561 1.02984 1.41985
H -7.71950 0.60006 0.36030
H -9.11561 -0.15702 -1.58473
H -11.70553 0.13879 -0.84291
H -11.65782 1.13575 1.67588
H -9.04506 1.38856 2.32955
N 11.62284 -0.57976 -0.83841
C 12.87543 -0.03216 -0.71976
C 13.62181 -0.85853 0.07480
C 12.79158 -1.94997 0.44775
C 11.56800 -1.75009 -0.13093
H 10.86442 -0.18352 -1.36276
H 13.12319 0.89484 -1.21040
H 14.64876 -0.70040 0.35738
H 13.06339 -2.78530 1.07021
H 10.66587 -2.33637 -0.10059
N 2.29039 -5.75209 6.91512
C 3.63155 -5.61976 7.16307
C 3.92446 -6.34156 8.28764
C 2.71477 -6.93776 8.73506
C 1.72694 -6.55759 7.86821
H 1.79743 -5.32472 6.15382
H 4.25781 -5.02503 6.51968
H 4.89723 -6.43416 8.73988
H 2.58651 -7.57306 9.59487
H 0.67591 -6.78879 7.84708
N -5.38473 4.62117 -4.22618
C -4.19523 5.19594 -3.85507
C -3.62931 5.74844 -4.97053
C -4.51224 5.50082 -6.05586
C -5.58493 4.80666 -5.56460
H -6.01371 4.13867 -3.61281
H -3.85541 5.16220 -2.83335
H -2.68905 6.27229 -5.00717
H -4.37800 5.80508 -7.08044
H -6.46835 4.43032 -6.05098
N -11.64165 0.12139 -3.74890
C -11.39647 0.67985 -4.97451
C -11.95863 -0.12870 -5.92482
C -12.57166 -1.21641 -5.24605
C -12.36090 -1.03244 -3.90647
H -11.34031 0.50134 -2.87093
H -10.84550 1.60036 -5.06338
H -11.93576 0.03996 -6.98815
H -13.10655 -2.03790 -5.69151
H -12.65883 -1.62039 -3.05512
N 11.16668 2.04883 1.17617
C 11.91184 2.43084 2.25527
C 11.11037 3.17558 3.07929
C 9.82674 3.24100 2.47359
C 9.89402 2.53405 1.30245
H 11.50421 1.49416 0.40932
H 12.94468 2.14088 2.34329
H 11.40953 3.62220 4.01247
H 8.95575 3.74744 2.85473
H 9.14797 2.33565 0.55139
N -3.25334 3.58445 -8.40623
C -4.13050 2.69491 -8.96285
C -3.48905 2.05684 -9.99085
C -2.16971 2.57986 -10.05472
C -2.05543 3.51795 -9.06365
H -3.46044 4.19285 -7.63188
H -5.13240 2.59351 -8.58172
H -3.91657 1.29982 -10.62640
H -1.39535 2.29935 -10.74858
H -1.22830 4.14216 -8.77163
*
```

=====

Record 3
# C56H84F13NO14

A 11-piece molecular cluster, C56H84F13NO14 overall (the ωB97M-V functional and the def2-TZVPD basis, OMol25).

frontier orbital gap	7.97	eV
HOMO level	-8.63	eV
SMILES	CCOC(=O)CCCc1cc(CCC(F)(F)C(F)(F)C(F)(F)C(F)(F)C(F)(F)C(F)(F)F)cc2c1C(=O)C(CCN)=CC2=O.CC(C)=O.CC(C)=O.CC(C)=O.CC(C)=O.CC(C)=O.CC(C)=O.CC(C)=O.CC(C)=O.CC(C)=O.CC(C)=O
LUMO level	-0.7	eV

Geometry as ORCA input:
```
! RIJCOSX wB97M-V def2-TZVPD def2/J DEFGRID3
* xyz 0 1
C 2.23211 -0.41796 1.12054
C 1.08534 -1.46338 0.69651
O 0.21695 -0.99411 -0.37193
C -0.43022 0.23844 0.00803
O -0.78763 0.43222 1.20694
C -0.61475 1.34382 -1.15727
C -2.03138 1.15877 -1.94850
C -3.18740 1.57986 -0.90826
C -4.35422 2.47186 -1.52612
C -4.01458 3.77556 -2.32601
C -5.11278 4.72918 -2.92441
C -4.57898 6.03030 -3.65985
C -4.69910 7.40481 -2.86007
C -4.30253 7.39155 -1.32438
F -5.16965 6.58839 -0.49747
F -4.55543 8.74341 -0.85158
C -2.74046 7.14827 -1.00854
F -2.07495 6.28363 -1.90898
F -2.11256 8.44065 -1.16379
C -2.42430 6.63355 0.47423
F -3.21195 7.34588 1.44296
F -2.85415 5.26032 0.53435
C -0.89895 6.78649 0.94740
F 0.04687 6.90574 -0.09900
F -0.83154 8.02248 1.68004
C -0.40262 5.52834 1.85186
F -1.31084 5.28046 2.93456
F -0.19966 4.35341 1.05221
C 1.02793 5.79585 2.56364
F 1.30297 4.59499 3.30319
F 0.99415 6.82801 3.52534
F 2.09723 5.91345 1.64134
C -6.64865 4.37342 -2.73753
C -6.96156 3.08491 -1.94774
C -5.85414 2.13763 -1.34187
C -6.39180 0.87330 -0.51336
O -5.83640 -0.25156 -0.47329
C -7.76506 1.13175 0.30383
C -7.90005 0.40499 1.72748
C -7.75110 1.58323 2.84654
N -6.70380 1.26376 3.88603
C -8.77118 1.99007 -0.25064
C -8.50351 2.68930 -1.68066
O -9.42805 2.93575 -2.49269
H 1.80158 0.22531 1.97436
H 3.20058 -0.94684 1.45215
H 2.49478 0.27092 0.24380
H 1.59297 -2.42846 0.30617
H 0.47413 -1.81264 1.61452
H 0.28255 1.24363 -1.87762
H -0.56621 2.38593 -0.65881
H -2.13532 0.01852 -2.10275
H -2.05477 1.73016 -2.93388
H -3.53540 0.63945 -0.36716
H -2.67335 2.23500 -0.10147
H -2.88707 3.99068 -2.44575
H -3.48683 5.94191 -4.03138
H -5.20254 6.14393 -4.62891
H -5.77015 7.81370 -2.98656
H -4.02111 8.17387 -3.39870
H -7.40379 5.09107 -3.19140
H -8.88667 -0.16690 1.84204
H -6.98251 -0.27494 1.89315
H -8.75500 1.83319 3.33891
H -7.40730 2.55072 2.31985
H -5.97273 2.00236 3.89533
H -7.19687 1.41355 4.79011
H -9.74443 2.14536 0.33949
C -5.78273 -3.46126 -0.41791
C -6.00297 -4.02184 0.96191
C -5.14159 -5.18307 1.38403
O -6.84410 -3.55528 1.70759
H -6.47116 -2.63089 -0.58491
H -4.75947 -3.09088 -0.50972
H -5.97550 -4.23252 -1.16733
H -4.08978 -4.88929 1.37212
H -5.30552 -6.03024 0.71447
H -5.40998 -5.48242 2.39964
C -0.61436 -3.76916 -5.00634
C 0.18865 -2.63058 -4.43484
C 0.94430 -2.88807 -3.15874
O 0.22492 -1.54438 -4.98381
H -1.10528 -3.44038 -5.92499
H 0.04482 -4.60733 -5.24230
H -1.37992 -4.07941 -4.29199
H 1.67298 -3.68691 -3.31313
H 0.24758 -3.15868 -2.36255
H 1.47669 -1.98090 -2.86414
C 4.25532 -6.94831 -0.35527
C 3.48691 -5.71158 -0.73733
C 4.21643 -4.65980 -1.53003
O 2.32081 -5.56666 -0.41815
H 3.60469 -7.61750 0.21225
H 4.59389 -7.46814 -1.25402
H 5.10918 -6.67734 0.26933
H 4.55298 -5.07812 -2.48110
H 5.06832 -4.28706 -0.95723
H 3.53971 -3.82671 -1.73341
C -7.61536 2.76196 -6.90514
C -6.35909 3.58580 -6.81196
C -5.36926 3.47158 -7.94070
O -6.15177 4.31616 -5.86015
H -8.23427 2.94462 -6.02366
H -8.18098 3.04606 -7.79522
H -7.36177 1.70037 -6.94078
H -5.83496 3.78725 -8.87672
H -5.01588 2.44150 -8.02238
H -4.51379 4.12018 -7.73909
C 6.87936 -10.59818 -0.41662
C 7.68225 -9.46021 0.15617
C 8.43685 -9.71759 1.43272
O 7.71933 -8.37317 -0.39277
H 6.38931 -10.26898 -1.33572
H 7.53844 -11.43640 -0.65231
H 6.11302 -10.90845 0.29689
H 9.16544 -10.51686 1.27885
H 7.73944 -9.98836 2.22834
H 8.96866 -8.81076 1.72780
C 9.96631 -4.76997 3.57680
C 9.17116 -5.85097 2.89507
C 8.41454 -5.47415 1.64927
O 9.14130 -6.98711 3.33487
H 10.45856 -5.18475 4.45928
H 10.73106 -4.38679 2.89746
H 9.30120 -3.96332 3.89380
H 9.10995 -5.12169 0.88452
H 7.68108 -4.69832 1.88064
H 7.88804 -6.35117 1.26559
C 12.59960 -8.08950 3.31913
C 13.40194 -6.95178 3.89156
C 14.15643 -7.20940 5.16889
O 13.43937 -5.86529 3.34295
H 12.10981 -7.76026 2.40016
H 13.25911 -8.92767 3.08322
H 11.83287 -8.39926 4.03248
H 14.88477 -8.00858 5.01567
H 13.45890 -7.48049 5.96435
H 14.68877 -6.30244 5.46401
C 2.64408 10.36001 -1.70669
C 3.49329 9.15246 -1.40904
C 2.87983 8.06475 -0.56788
O 4.63047 9.05966 -1.83186
H 3.21397 11.06048 -2.32106
H 1.74975 10.05918 -2.25678
H 2.36576 10.85757 -0.77520
H 1.99715 7.66268 -1.06753
H 2.61205 8.46062 0.41419
H 3.60436 7.25836 -0.43456
C -13.95580 1.62112 2.02769
C -12.94027 2.39767 1.23271
C -13.44667 3.22828 0.08394
O -11.75508 2.35549 1.50825
H -13.44853 1.06964 2.82234
H -14.67549 2.30598 2.48121
H -14.46895 0.90793 1.37919
H -14.14372 3.98463 0.45115
H -13.93722 2.58642 -0.65089
H -12.60525 3.73171 -0.39737
C 11.06250 -2.25154 5.83146
C 10.29388 -1.01478 5.44851
C 11.02381 0.03707 4.65589
O 9.12825 -0.87111 5.76708
H 10.41169 -2.92084 6.39863
H 11.40135 -2.77103 4.93268
H 11.91582 -1.98046 6.45678
H 11.36141 -0.38136 3.70522
H 11.87548 0.41005 5.22884
H 10.34766 0.87007 4.45137
*
```

=====

Q: The lowest frontier orbital gap belongs to which entry?
A: C56H78CrF9N9O12

=====

Q: Which of these has the highest LUMO level?
A: C56H84F13NO14